[1]
{"formula": "C14H32O4PS", "method": "ωB97M-V/def2-TZVPD", "symbols": ["H", "C", "H", "C", "O", "O", "C", "H", "H", "O", "C", "H", "H", "S", "H", "H", "H", "H", "C", "C", "H", "H", "H", "H", "C", "H", "H", "C", "H", "C", "H", "O", "H", "C", "P", "H", "H", "H", "H", "C", "H", "H", "H", "H", "H", "H", "H", "H", "C", "C", "H", "C"], "coordinates": [[1.9995, 4.3385, 1.6570], [-0.1468, 1.2225, -2.0376], [0.3992, -4.1063, -1.6434], [-0.6422, -1.2232, -2.5211], [2.8542, 2.2314, 1.6666], [-1.8526, -0.5726, 2.0678], [-0.6911, -2.3445, -3.5681], [-1.6077, -1.1164, -2.0197], [-1.5191, -5.0725, -2.9560], [-2.0373, 1.8792, 1.6388], [-1.2710, 1.2864, 5.0952], [-0.6225, 0.9647, 5.9090], [0.7311, 0.0258, -3.5999], [-1.9249, 0.7817, 2.5603], [-0.8164, 0.9757, -1.2055], [-0.8458, -1.9042, -4.5577], [-3.2318, 0.7843, 5.9293], [4.3013, 3.2461, 0.2355], [1.8985, 1.4649, 1.0171], [0.5503, -4.4227, -2.6810], [1.4208, -2.5613, -3.2869], [-0.3770, -5.7536, -4.1152], [-0.0081, 1.9105, 3.3932], [1.7090, 0.4100, -1.3213], [0.5836, -3.1977, -3.5943], [1.5322, -4.9037, -2.7146], [-2.4121, -0.5588, 5.1296], [-2.5991, 0.5165, 5.0831], [-1.4689, 2.3510, 5.2338], [-3.2628, 0.8667, 3.7573], [3.3890, 5.1076, 0.3214], [2.1158, 3.3794, -0.3932], [-0.9624, 0.3948, -3.8865], [1.2670, 1.4013, -1.4913], [3.1694, 3.8257, 0.9426], [0.3022, 2.5476, 0.0408], [1.8914, 1.9006, -2.2355], [-0.5009, 2.1772, -2.4366], [0.8080, -3.5314, -4.6134], [-0.2433, 0.1280, -3.1045], [0.0262, 0.1663, 3.7265], [1.0809, 1.2338, 1.7168], [-4.0428, 0.1794, 3.4383], [-1.5627, -2.9784, -3.3829], [2.3308, 0.4957, 0.7161], [0.0773, -1.4912, -1.7375], [4.0228, 4.1537, 2.0669], [-0.4166, -6.3513, -2.4555], [1.3339, 2.2436, -0.2032], [-0.5031, -5.4535, -3.0711], [-3.6331, 1.8916, 3.7492], [-0.5923, 1.0613, 3.7411]], "mulliken_charge": [-0.064, -0.234, 0.240, -0.538, -0.530, -0.676, -0.636, 0.352, 0.312, -0.646, -0.769, 0.342, 0.305, 1.227, 0.140, 0.344, 0.365, -0.059, 0.481, -0.379, 0.304, 0.274, 0.354, 0.158, -0.771, 0.338, 0.274, -0.555, 0.310, -0.820, 0.005, -0.483, 0.369, -0.784, -0.290, 0.134, 0.220, 0.333, 0.432, -0.822, 0.405, -0.533, 0.398, 0.330, 0.313, 0.240, 0.010, 0.367, 0.271, -1.161, 0.340, -0.540], "spin_multiplicity": 1, "gap_ev": 6.03, "e_homo_ev": -3.7, "charge": -1}

[2]
{"formula": "C14H33ClIN4OP2W", "method": "ωB97M-V/def2-TZVPD", "symbols": ["H", "H", "P", "Cl", "C", "H", "N", "H", "C", "P", "H", "H", "H", "C", "H", "W", "H", "C", "H", "H", "C", "C", "I", "C", "H", "O", "C", "C", "C", "N", "H", "H", "H", "H", "H", "N", "H", "N", "C", "H", "H", "H", "H", "H", "C", "H", "H", "H", "H", "H", "C", "H", "H", "C", "H", "H", "H"], "coordinates": [[1.1768, -2.1522, 2.3655], [-3.9384, 1.4082, -0.1612], [-2.0315, 0.0570, -0.9126], [-0.0160, -3.0723, -1.4041], [-2.8726, 1.3347, 0.1050], [-2.5723, -2.3491, -0.8892], [-0.0027, -0.4921, 1.7428], [-2.3946, -0.3322, -3.2387], [-1.2016, 0.7904, 4.0090], [2.0311, 0.0245, -0.9128], [2.1232, -0.6530, 1.9997], [3.6213, 0.7791, -2.5296], [-3.6065, 0.8327, -2.5357], [1.2045, 0.7814, 4.0095], [4.0072, -1.3586, -1.0025], [-0.0066, -1.0187, -0.3590], [2.4172, 2.2762, -0.0820], [0.0041, 0.9902, 1.9328], [-0.8971, 0.1287, -7.2514], [-3.2087, -1.5295, 0.5595], [0.0064, 0.6681, -5.3959], [-1.2051, -1.0471, 2.4344], [-0.0109, -1.3836, -4.5726], [2.5558, 0.4916, -2.5719], [-2.1303, -0.6371, 2.0009], [0.0147, 1.6426, -4.6617], [3.0290, -1.4733, -0.5171], [-2.5446, 0.5323, -2.5733], [0.0072, 0.6483, -6.8990], [1.2287, -0.7056, 3.8974], [3.9468, 1.3602, -0.1534], [-2.8124, 1.0885, 1.1737], [-1.9174, 1.3615, -2.9311], [-2.0954, 1.1912, 3.5039], [-1.1955, -2.1426, 2.3645], [0.0034, 1.3604, 3.3653], [2.1016, 1.1772, 3.5081], [-1.2350, -0.6965, 3.8981], [1.1958, -1.0563, 2.4335], [-0.8849, 1.4486, 1.4862], [1.9402, 1.3278, -2.9338], [-4.0250, -1.3009, -0.9971], [3.2004, -1.5665, 0.5623], [2.8116, 1.0515, 1.1750], [-0.0047, -1.2478, 4.5183], [-0.0083, -2.3400, 4.3723], [1.2095, 1.0596, 5.0749], [0.9066, 0.1189, -7.2498], [2.3986, -0.3721, -3.2369], [0.0129, 1.6816, -7.3046], [2.8790, 1.2963, 0.1064], [-0.0028, -0.9863, 5.5898], [2.5424, -2.3876, -0.8763], [-3.0446, -1.4311, -0.5205], [0.8968, 1.4407, 1.4902], [-2.4021, 2.3113, -0.0784], [-1.2055, 1.0709, 5.0734]], "mulliken_charge": [0.343, 0.560, 0.821, -0.187, -1.361, 0.485, 0.893, 0.274, -0.755, 0.828, 0.233, 0.529, 0.528, -0.752, 0.433, 0.787, 0.440, -0.596, 0.371, 0.399, 0.663, -0.824, 0.020, -0.892, 0.234, -0.450, -1.430, -0.880, -1.094, 0.102, 0.561, 0.299, 0.323, 0.355, 0.345, 0.160, 0.352, 0.101, -0.826, 0.126, 0.322, 0.434, 0.399, 0.299, -0.708, 0.376, 0.360, 0.371, 0.281, 0.354, -1.356, 0.373, 0.483, -1.431, 0.123, 0.441, 0.361], "spin_multiplicity": 3, "gap_ev": [5.31, 5.71], "e_homo_ev": [-18.1, -18.1], "charge": 3}